Formula: C2H8NS
Source: the OMol25 dataset
Level of theory: ωB97M-V/def2-TZVPD

Positions of all 12 atoms, in Å:
S -1.820 2.149 -1.451
H -1.335 3.428 -1.442
C -0.178 0.192 1.103
N 0.179 -1.208 0.718
C 1.017 -1.170 -0.500
H 0.709 0.657 1.536
H -0.579 0.717 0.218
H -0.988 0.108 1.831
H -0.720 -1.546 0.393
H 0.406 -1.044 -1.399
H 1.688 -2.024 -0.501
H 1.622 -0.259 -0.505

Values from the calculation:
net charge: -1
largest force on an atom: 1.08 eV/A
orbital gap: 0.247 hartree
HOMO energy: -2.6 eV
E_tot: -14529.3617 eV

=====

Formula: C42H41EuNO4P2
Source: the OMol25 dataset
Level of theory: ωB97M-V/def2-TZVPD

Positions of all 91 atoms, in Å:
Eu -1.591 -1.041 1.012
C -1.458 -3.619 -1.755
C -0.488 -2.611 -2.396
C -0.993 -1.868 -3.643
C -2.231 -0.934 -3.455
C -2.793 -0.642 -2.080
C -3.235 -1.421 -1.036
C -3.856 -2.794 -1.318
C -2.928 -3.686 -2.162
C 0.305 3.168 1.283
H -1.026 -4.643 -1.730
H 0.292 -3.304 -2.811
H -1.201 -2.628 -4.428
H -0.152 -1.275 -4.035
H -1.877 0.045 -3.854
H -3.006 -1.254 -4.202
H -3.171 0.390 -2.084
H -3.660 -0.885 -0.155
H -4.834 -2.710 -1.843
H -4.070 -3.294 -0.368
H -3.242 -4.738 -2.050
H -3.126 -3.461 -3.218
H -0.056 2.789 2.251
H 0.268 4.275 1.286
H 1.339 2.832 1.118
P 0.783 -1.784 -1.348
P -0.710 2.539 -0.059
C 0.745 0.000 -0.934
C -0.310 0.857 -0.695
C 2.523 -2.010 -1.785
C 3.003 -2.543 -2.997
C 4.388 -2.717 -3.185
C 5.311 -2.274 -2.236
C 4.845 -1.656 -1.064
C 3.467 -1.548 -0.836
C 0.492 -2.832 0.102
C -0.828 -3.385 0.222
C -1.111 -4.163 1.389
C -0.181 -4.259 2.421
C 1.120 -3.797 2.231
C 1.470 -3.209 1.011
C -0.822 3.782 -1.379
C 0.280 3.917 -2.251
C 0.406 5.035 -3.070
C -0.623 5.984 -3.093
C -1.823 5.732 -2.424
C -1.921 4.644 -1.560
C -2.395 2.177 0.564
C -2.746 1.899 1.913
C -4.095 1.808 2.275
C -5.087 1.807 1.303
C -4.733 1.819 -0.046
C -3.404 2.053 -0.409
H 1.772 0.347 -0.825
H -1.264 0.519 -1.185
H 2.289 -2.805 -3.783
H 4.755 -3.211 -4.094
H 6.384 -2.412 -2.381
H 5.534 -1.284 -0.313
H 3.103 -1.113 0.107
H -1.761 -2.862 -0.180
H -2.113 -4.562 1.493
H -0.436 -4.772 3.349
H 1.874 -3.911 3.005
H 2.526 -3.056 0.790
H 1.053 3.153 -2.248
H 1.303 5.170 -3.687
H -0.500 6.900 -3.677
H -2.684 6.388 -2.578
H -2.846 4.475 -1.011
H -1.958 1.715 2.672
H -4.373 1.716 3.326
H -6.150 1.812 1.570
H -5.489 1.666 -0.828
H -3.166 2.131 -1.483
O 1.271 -0.167 1.549
C 1.051 -0.108 2.803
O -0.049 -0.506 3.327
C 2.163 0.539 3.650
C 2.325 0.331 5.041
C 3.372 0.908 5.757
C 4.262 1.781 5.094
C 4.163 1.965 3.703
C 3.121 1.368 2.997
N 5.130 2.642 5.844
O 5.161 2.584 7.090
O 5.822 3.455 5.182
H 1.604 -0.284 5.571
H 3.526 0.738 6.820
H 4.881 2.630 3.225
H 3.090 1.555 1.920

Values from the calculation:
largest force on an atom: 3.16 eV/A
orbital gap (alpha / beta): 0.095 / 0.201 hartree
HOMO energy (alpha / beta): -3.3 / -7.0 eV
multiplicity: 8
E_tot: -91789.1420 eV

=====

Formula: C3H5ClS
Source: the OMol25 dataset
Level of theory: ωB97M-V/def2-TZVPD

Positions of all 10 atoms, in Å:
C -1.986 -1.252 -0.085
C -1.490 -0.050 0.085
C 2.245 0.744 -0.044
S 0.651 -0.255 0.250
Cl -2.120 1.451 0.132
H -1.524 -2.177 0.035
H -2.994 -1.102 -0.228
H 2.939 0.020 0.378
H 1.845 1.617 0.512
H 2.433 1.004 -1.035

Values from the calculation:
largest force on an atom: 5.24 eV/A
orbital gap: 0.306 hartree
HOMO energy: -8.4 eV
E_tot: -26546.1891 eV

=====

Formula: C15H24N2O4S
Source: the OMol25 dataset
Level of theory: ωB97M-V/def2-TZVPD

Positions of all 46 atoms, in Å:
C 1.045 3.110 -3.459
H 0.140 3.391 -3.991
H 0.764 2.617 -2.531
H 1.606 4.009 -3.217
C 1.902 2.198 -4.333
C 2.235 2.868 -5.669
H 1.323 3.094 -6.215
H 2.780 3.789 -5.487
H 2.857 2.213 -6.275
O 3.126 1.898 -3.659
C 3.405 0.543 -3.446
C 2.573 -0.087 -2.322
H 2.849 -1.140 -2.223
H 1.512 -0.031 -2.575
C 2.794 0.655 -1.002
N 1.914 0.189 0.045
C 0.669 0.704 0.209
O 0.254 1.631 -0.462
C -0.154 0.065 1.273
C 0.376 -0.613 2.364
C -0.448 -1.173 3.321
C -1.839 -1.074 3.219
C -2.371 -0.364 2.138
C -1.539 0.196 1.193
H -1.952 0.757 0.368
H -3.435 -0.223 2.066
N -2.674 -1.650 4.170
S -4.288 -1.991 3.820
O -4.973 -0.812 3.398
O -4.817 -2.699 4.945
C -4.176 -3.142 2.424
H -3.736 -4.058 2.794
H -5.183 -3.318 2.069
H -3.570 -2.693 1.648
C -2.111 -2.322 5.317
H -1.515 -1.626 5.909
H -1.495 -3.179 5.025
H -2.946 -2.673 5.916
H 0.006 -1.681 4.156
H 1.446 -0.690 2.501
H 2.146 -0.684 0.490
H 3.829 0.542 -0.670
H 2.584 1.715 -1.160
H 3.265 -0.037 -4.371
H 4.466 0.511 -3.176
H 1.356 1.266 -4.532

Values from the calculation:
largest force on an atom: 1.06 eV/A
orbital gap: 0.343 hartree
HOMO energy: -8.8 eV
E_tot: -37949.8276 eV